(1)
{
  "formula": "C34H40I2N7O6PS2Sr",
  "method": "ωB97M-V/def2-TZVPD",
  "total_charge": 0,
  "relative_energy_kcal_mol": 0.0,
  "symbols": ["Sr", "I", "C", "I", "H", "H", "O", "C", "O", "C", "C", "C", "C", "C", "C", "N", "C", "C", "C", "C", "C", "C", "N", "H", "H", "H", "H", "H", "H", "H", "H", "H", "H", "O", "S", "O", "N", "C", "S", "C", "C", "C", "C", "C", "C", "H", "H", "H", "H", "C", "C", "P", "C", "C", "C", "C", "H", "H", "H", "H", "H", "H", "H", "H", "H", "H", "H", "H", "H", "H", "H", "O", "N", "C", "C", "N", "C", "N", "C", "N", "C", "C", "C", "O", "H", "H", "H", "H", "H", "H", "H", "H", "H"],
  "xyz": [[-0.5251, 0.3350, 0.2325], [-3.5287, 1.6039, -2.7350], [-3.0008, 1.9713, -4.7412], [-1.2371, 0.9722, -5.3610], [-2.8234, 3.0336, -4.8479], [-3.8091, 1.6505, -5.3852], [-1.0386, -6.7716, -3.6146], [-1.3791, -5.5695, -4.1386], [-1.2766, -5.3836, -5.3175], [-1.7789, -4.5004, -3.1684], [-2.2558, -4.7706, -1.8918], [-2.5962, -3.7353, -1.0344], [-2.4402, -2.4249, -1.4585], [-1.9686, -2.1405, -2.7362], [-1.6580, -3.1779, -3.5923], [-2.7001, -1.3443, -0.5664], [-3.8736, -1.2585, -0.1001], [-4.2222, -0.2356, 0.9081], [-5.5039, 0.2929, 0.9200], [-5.8124, 1.2684, 1.8568], [-4.8365, 1.6381, 2.7619], [-3.5881, 1.0316, 2.6855], [-3.2662, 0.1221, 1.7726], [-1.0229, -6.7162, -2.6524], [-2.3898, -5.7868, -1.5394], [-2.9196, -3.9430, -0.0238], [-1.8480, -1.1125, -3.0468], [-1.3009, -2.9835, -4.5947], [-4.6712, -1.9258, -0.4373], [-6.2336, -0.0476, 0.1967], [-6.7950, 1.7205, 1.8784], [-5.0194, 2.3848, 3.5220], [-2.8110, 1.3108, 3.3841], [1.3565, -2.7923, 2.1964], [0.7953, -3.2526, 0.9503], [-0.2694, -4.2116, 1.0130], [0.3461, -1.9481, 0.0406], [1.1013, -1.7982, -1.0433], [0.9518, -0.5505, -2.1676], [2.1232, -2.8848, -1.1877], [3.0617, -3.0555, -2.1922], [3.9230, -4.1402, -2.1034], [3.8523, -5.0310, -1.0332], [2.9139, -4.8596, -0.0235], [2.0654, -3.7763, -0.1400], [3.1027, -2.3541, -3.0151], [4.6625, -4.2996, -2.8769], [4.5377, -5.8671, -0.9908], [2.8477, -5.5443, 0.8109], [4.5012, 2.9826, -1.7236], [3.3187, 2.0678, -1.4260], [1.9396, 2.7448, -0.4014], [1.2991, 4.1059, -1.4576], [0.4638, 3.5765, -2.6203], [2.8822, 3.6637, 0.8874], [2.0243, 4.1454, 2.0493], [5.2203, 2.4822, -2.3745], [5.0317, 3.2754, -0.8172], [4.1896, 3.8968, -2.2317], [3.6534, 1.1491, -0.9345], [2.8597, 1.7277, -2.3579], [2.1255, 4.7263, -1.8161], [0.6836, 4.7479, -0.8221], [1.0687, 3.0081, -3.3303], [-0.0054, 4.3939, -3.1703], [-0.3381, 2.9218, -2.2699], [3.3983, 4.5066, 0.4189], [3.6631, 2.9868, 1.2488], [1.3722, 4.9691, 1.7508], [2.6448, 4.5088, 2.8706], [1.3897, 3.3487, 2.4355], [-1.8222, 2.2756, 0.1416], [-1.8190, 3.5448, -0.0041], [-1.5719, 4.2617, 1.0670], [-1.3426, 3.6716, 2.3520], [-1.1692, 3.2082, 3.3909], [-1.5038, 5.6809, 0.9159], [-1.4207, 6.8236, 0.8141], [1.8082, -0.8460, 5.3464], [0.9103, -0.2796, 4.3496], [-0.5197, -0.3273, 4.6201], [1.3580, 0.1244, 3.1596], [2.8369, 0.0728, 2.8993], [0.5853, 0.5394, 2.2805], [1.2281, -1.0740, 6.2363], [2.5888, -0.1394, 5.6270], [2.2648, -1.7687, 4.9851], [-0.7645, -1.2911, 5.0654], [-1.0661, -0.2200, 3.6888], [-0.8106, 0.4785, 5.2955], [3.3778, 0.7141, 3.5973], [3.0135, 0.4180, 1.8841], [3.2114, -0.9451, 3.0073]],
  "forces_ev_per_angstrom": [[-0.79, 0.68, -0.08], [0.00, 0.04, 0.17], [-0.01, 0.08, -0.20], [0.05, -0.04, -0.02], [0.00, 0.00, 0.02], [0.01, -0.03, 0.01], [-0.13, 0.02, 0.00], [0.45, 0.14, 0.05], [-0.19, -0.06, -0.03], [-0.10, -0.05, -0.10], [-0.05, 0.01, 0.07], [0.07, -0.09, -0.07], [0.05, 0.29, 0.04], [-0.02, -0.09, -0.02], [-0.01, -0.02, 0.02], [0.04, -0.21, -0.08], [0.11, 0.10, 0.04], [-0.02, -0.07, 0.01], [-0.02, 0.01, 0.04], [0.00, -0.03, -0.03], [0.03, -0.01, 0.03], [0.06, 0.05, 0.02], [0.05, 0.05, -0.13], [-0.01, -0.03, 0.03], [0.01, -0.02, -0.02], [0.00, 0.01, 0.01], [0.00, -0.01, 0.01], [0.00, 0.01, 0.00], [-0.02, 0.01, 0.00], [-0.01, 0.01, 0.00], [0.00, 0.00, 0.01], [-0.01, 0.00, -0.01], [0.05, 0.03, -0.01], [-0.01, -0.02, 0.01], [-0.16, 0.36, 0.02], [0.00, -0.04, 0.03], [0.47, -0.63, -0.12], [0.05, -0.41, -0.07], [0.08, -0.20, 0.13], [0.08, 0.16, -0.19], [-0.05, 0.00, 0.02], [0.00, -0.01, 0.00], [0.01, -0.01, -0.02], [0.00, 0.04, -0.12], [0.13, -0.21, 0.12], [0.01, -0.01, -0.01], [0.00, 0.00, 0.00], [0.00, 0.00, 0.00], [0.00, 0.01, 0.01], [0.04, 0.05, -0.02], [-0.02, -0.02, -0.10], [-0.13, -0.20, 0.06], [0.01, 0.08, 0.00], [-0.04, -0.03, -0.08], [0.10, 0.06, -0.07], [-0.07, 0.05, 0.06], [-0.01, -0.01, 0.00], [-0.01, -0.02, 0.01], [-0.02, 0.00, 0.01], [0.02, 0.03, 0.03], [0.00, -0.01, 0.01], [-0.01, 0.00, -0.01], [0.00, -0.03, 0.03], [0.01, 0.00, 0.02], [0.02, 0.02, 0.01], [0.00, 0.02, 0.03], [0.03, -0.01, 0.02], [-0.04, -0.04, 0.01], [-0.01, -0.02, -0.03], [0.00, 0.03, -0.02], [0.01, -0.06, 0.02], [-0.23, 0.49, 0.16], [0.00, 0.04, -0.11], [-0.01, -0.12, -0.10], [-0.03, 0.07, 0.05], [-0.02, -0.06, 0.01], [-0.01, 0.02, 0.05], [0.01, 0.01, -0.01], [-0.03, 0.04, 0.01], [0.03, -0.08, -0.01], [0.02, -0.01, -0.02], [-0.04, -0.03, -0.06], [0.05, 0.03, 0.04], [0.20, -0.07, 0.39], [0.01, 0.01, 0.01], [0.01, -0.01, -0.01], [-0.01, -0.01, 0.01], [-0.02, 0.01, 0.01], [0.01, 0.00, -0.01], [-0.01, 0.00, 0.01], [0.00, 0.00, -0.01], [0.00, 0.01, -0.01], [-0.03, -0.01, -0.01]]
}

***

(2)
{
  "formula": "C34H40IN6O3PbSSe2",
  "method": "ωB97M-V/def2-TZVPD",
  "total_charge": 3,
  "relative_energy_kcal_mol": 10.5,
  "symbols": ["Pb", "O", "C", "N", "C", "O", "C", "C", "C", "C", "C", "N", "C", "C", "C", "C", "C", "N", "H", "H", "H", "H", "H", "H", "H", "H", "C", "Se", "C", "C", "Se", "C", "H", "H", "H", "H", "H", "H", "H", "H", "H", "H", "S", "C", "N", "C", "C", "C", "C", "C", "C", "H", "H", "H", "H", "H", "N", "C", "O", "C", "I", "H", "H", "H", "H", "C", "N", "C", "C", "C", "C", "C", "C", "C", "C", "H", "H", "H", "H", "H", "H", "H", "H", "H", "H", "H", "H", "H"],
  "xyz": [[2.3545, -1.0906, 0.7039], [0.6278, -2.8627, -2.4028], [0.7085, -1.8213, -1.7844], [0.3498, -1.6090, -0.4713], [-0.5749, -2.4520, 0.1339], [-1.4437, -3.0527, -0.4652], [-0.5763, -2.4311, 1.6446], [-1.5908, -3.0814, 2.3257], [-1.6049, -3.0123, 3.7133], [-0.6037, -2.3080, 4.3604], [0.3852, -1.7040, 3.5969], [0.3970, -1.7535, 2.2673], [1.3273, -0.5985, -2.4286], [1.5124, -0.5602, -3.7989], [2.0803, 0.5811, -4.3537], [2.4476, 1.6210, -3.5163], [2.2443, 1.4822, -2.1505], [1.6866, 0.3996, -1.6047], [-2.3392, -3.6279, 1.7697], [-2.3796, -3.5141, 4.2779], [-0.5726, -2.2351, 5.4386], [1.1987, -1.1684, 4.0709], [1.2224, -1.4114, -4.4000], [2.2357, 0.6525, -5.4222], [2.9035, 2.5207, -3.9057], [2.5555, 2.2626, -1.4662], [-4.0802, 5.1197, 0.6209], [-2.9955, 3.5819, 1.0805], [-3.0867, 3.6635, 3.0478], [-1.7101, 3.9388, 3.6182], [-0.4954, 2.4389, 3.3293], [1.1580, 3.4123, 3.6395], [-4.9626, 5.1696, 1.2514], [-4.3446, 5.0305, -0.4302], [-3.4487, 5.9908, 0.7824], [-3.5008, 2.7067, 3.3658], [-3.8011, 4.4530, 3.2795], [-1.8155, 4.1067, 4.6901], [-1.2681, 4.8342, 3.1805], [1.1761, 3.7914, 4.6570], [1.2695, 4.2198, 2.9213], [1.9669, 2.6964, 3.5133], [4.6790, -2.6598, -3.4850], [3.8334, -2.7494, -2.0084], [3.9127, -1.7120, -1.2263], [4.7402, -0.7397, -1.7895], [5.1163, 0.4675, -1.1947], [5.9392, 1.3202, -1.8977], [6.3966, 0.9889, -3.1822], [6.0571, -0.2106, -3.7705], [5.2271, -1.0743, -3.0549], [3.2458, -3.6209, -1.7639], [4.7963, 0.7188, -0.1902], [6.2571, 2.2511, -1.4476], [7.0508, 1.6720, -3.7063], [6.4414, -0.4813, -4.7445], [1.3944, -5.0538, -0.4955], [2.1251, -4.6322, 0.5295], [2.3751, -3.4228, 0.7140], [2.6583, -5.6522, 1.4856], [1.4823, -5.5890, 3.2603], [0.9607, -4.3962, -1.1436], [1.1794, -6.0330, -0.5970], [3.6737, -5.3990, 1.7722], [2.6044, -6.6670, 1.1054], [-1.3101, 1.9520, -1.5983], [-1.5319, 0.5871, -1.0664], [-2.2103, -0.2855, -2.0727], [-2.1737, 0.5633, 0.2957], [-3.6471, 0.8732, 0.3374], [-4.5449, -0.1667, 0.1040], [-5.9156, 0.0277, 0.1702], [-6.4236, 1.2746, 0.5023], [-5.5557, 2.3217, 0.7698], [-4.1846, 2.1199, 0.6857], [-0.7541, 1.8765, -2.5302], [-0.7372, 2.5286, -0.8739], [-2.2772, 2.4123, -1.7919], [-0.6204, 0.1340, -0.8839], [-3.1871, 0.1268, -2.3112], [-2.2948, -1.2943, -1.6720], [-1.5913, -0.3013, -2.9679], [-1.5696, 1.2299, 0.9136], [-2.0240, -0.4472, 0.6748], [-4.1620, -1.1557, -0.1231], [-6.5856, -0.7985, -0.0246], [-7.4910, 1.4348, 0.5676], [-5.9673, 3.2820, 1.0458]],
  "forces_ev_per_angstrom": [[-0.02, 0.05, 0.00], [-0.04, -0.09, 0.01], [0.07, 0.06, -0.12], [0.16, -0.07, 0.34], [-0.07, 0.18, -0.17], [0.03, -0.02, 0.10], [0.04, -0.05, 0.02], [0.05, 0.05, 0.00], [0.03, 0.00, 0.02], [-0.04, -0.04, -0.01], [0.02, 0.00, -0.03], [-0.15, -0.10, -0.04], [-0.02, -0.01, 0.03], [0.03, -0.01, -0.01], [-0.02, -0.01, -0.01], [0.03, 0.02, 0.00], [0.02, -0.04, 0.05], [-0.08, 0.08, -0.14], [0.01, -0.01, -0.02], [0.00, 0.01, 0.01], [0.00, 0.00, 0.00], [0.02, 0.02, 0.02], [-0.01, 0.00, 0.01], [0.01, 0.00, 0.00], [0.00, 0.00, 0.00], [-0.01, 0.01, 0.00], [-0.01, -0.02, 0.01], [-0.03, 0.01, 0.05], [0.03, 0.00, -0.03], [-0.08, 0.06, 0.11], [-0.04, 0.00, -0.06], [0.05, -0.03, -0.01], [0.00, -0.02, 0.00], [0.00, 0.02, 0.01], [0.01, 0.00, -0.01], [0.01, 0.00, -0.02], [0.01, 0.00, 0.03], [0.01, 0.00, -0.01], [0.01, 0.01, 0.00], [-0.02, 0.00, 0.00], [-0.02, 0.00, 0.00], [0.01, 0.02, 0.01], [-0.01, -0.03, -0.04], [-0.02, 0.06, 0.04], [0.04, -0.08, -0.03], [-0.04, 0.01, 0.03], [0.00, 0.02, -0.02], [0.00, -0.01, 0.00], [0.00, -0.01, 0.01], [0.01, 0.00, 0.01], [0.04, 0.00, -0.01], [0.00, -0.02, -0.02], [0.00, -0.01, 0.00], [0.00, 0.00, 0.00], [0.00, 0.00, 0.00], [0.00, 0.00, 0.00], [-0.01, 0.02, 0.07], [-0.11, -0.02, -0.01], [0.16, -0.04, -0.04], [0.00, -0.03, -0.01], [-0.04, 0.02, 0.04], [0.01, -0.03, -0.01], [0.00, 0.00, -0.02], [0.00, 0.00, -0.01], [0.03, 0.01, -0.02], [0.05, 0.00, 0.01], [-0.09, -0.19, -0.02], [0.01, -0.01, -0.06], [-0.05, 0.01, 0.09], [0.00, 0.08, 0.03], [-0.01, -0.04, 0.00], [-0.03, 0.04, 0.01], [0.00, -0.05, -0.01], [0.02, 0.02, 0.02], [-0.03, 0.00, -0.08], [-0.01, -0.01, 0.00], [-0.03, -0.01, -0.03], [-0.01, 0.02, 0.00], [0.17, 0.07, -0.08], [0.00, 0.01, 0.02], [0.00, 0.01, -0.02], [-0.01, 0.01, 0.00], [-0.04, 0.00, 0.03], [-0.01, 0.03, -0.03], [0.01, 0.02, 0.01], [-0.01, 0.00, 0.00], [0.00, -0.01, 0.00], [0.00, 0.01, 0.00]]
}